This record from the Open Molecules 2025 dataset describes a cluster of 10 separate species, C52H126N7O14 in total. The level of theory is ωB97M-V/def2-TZVPD.

```
199
Properties=species:S:1:pos:R:3:forces:R:3
O 7.174696 -2.897073 -3.734628 -0.5 -0.6 -0.5
O 1.412245 -2.109849 4.859863 1.7 -0.4 -0.4
O 2.647377 2.939235 4.849248 -0.1 -0.2 -0.1
O 2.699331 -1.951581 0.766716 -0.7 0.3 3.7
O -4.841887 -3.396159 2.534852 -1.1 0.1 0.7
O 2.395358 9.391619 -6.961726 1.6 1.5 -1.2
O 8.205163 12.247255 -4.626865 -4.7 -3.7 1.2
O 6.207006 1.317892 3.129216 -0.2 0.2 0.2
O -11.712985 -0.109690 2.592365 -0.3 -0.9 0.7
O -10.771637 0.380848 -2.301292 0.0 0.4 -1.4
O -8.745372 0.689804 0.145279 -0.8 -1.3 -1.0
O 2.611078 -2.059329 -1.300014 -1.3 0.0 -2.5
O 4.102499 -4.895166 -1.740273 1.2 1.6 -0.2
O 3.643491 -1.848810 4.796874 -2.1 -1.4 -0.7
N 3.389819 -2.617628 9.962422 -1.1 -0.1 -1.5
N -11.802632 0.930034 0.080739 -0.4 0.6 0.0
N 5.306694 -2.573594 -1.644841 -0.5 -0.4 -0.7
N -6.548362 -2.339486 0.211598 0.7 -0.2 -0.5
N 3.535818 1.691270 2.575383 -1.1 -0.6 0.4
N 4.789236 11.221654 -5.498825 -2.1 1.4 1.2
N -1.872225 -3.227945 -8.700197 1.5 -0.5 -0.1
C -6.872818 -3.369492 1.187210 -1.1 -0.1 0.0
C -7.545426 -1.410153 -0.336388 0.7 0.5 -0.1
C 2.784226 -1.449760 10.648378 -0.5 0.8 1.6
C 6.226830 -1.471580 -2.128076 -2.1 -0.5 1.1
C 5.736852 -3.644270 -0.608173 -1.4 2.3 -0.8
C -2.308532 -2.593902 -6.454231 0.0 0.6 0.3
C 1.060706 -3.164294 10.834931 0.3 -0.4 -0.3
C -12.182007 0.500774 -2.237696 0.0 -0.5 -0.6
C 5.710948 -2.240525 10.861600 0.9 0.5 0.5
C 2.826486 -4.010888 4.035431 0.4 0.8 0.7
C -7.935838 -0.342442 0.683250 0.9 1.0 1.5
C -5.498878 -3.099135 3.817961 1.4 0.8 -1.2
C 6.574248 -2.655760 12.088082 1.2 -2.0 -1.4
C 5.812732 0.778246 1.899406 0.7 0.8 -1.2
C -2.382676 -2.042499 -7.904599 1.7 -1.3 0.8
C 4.610485 -3.198030 10.571559 0.5 -1.2 0.0
C 5.768027 11.478352 -4.361530 0.9 0.5 0.0
C 2.183251 3.751966 5.974916 0.8 -1.1 -0.9
C 2.692273 -2.594616 4.556391 1.1 1.7 1.1
C 3.469939 10.460716 -4.964972 2.2 0.2 0.8
C -0.643930 -3.768796 -7.878399 -0.9 0.0 0.3
C 0.561019 -1.612170 -0.168305 -2.8 1.2 -0.3
C 1.956676 -1.910966 -0.226855 5.2 -0.2 -1.3
C 7.709524 -1.681315 12.355278 -1.5 1.7 0.7
C 4.504241 -4.475095 -0.445167 -1.4 -0.7 0.1
C -2.364214 -2.324307 -10.967229 -1.4 -0.4 -1.3
C -1.244945 -3.708269 -6.458766 -1.4 -1.3 -1.4
C -11.951157 -0.936602 3.771376 -0.2 0.5 -0.5
C 1.640761 8.303107 -7.484361 -3.1 1.6 1.4
C 2.238570 -3.663081 9.987115 0.6 -0.5 -0.5
C 3.789034 -2.271727 8.557201 -0.3 0.4 -0.7
C 1.645319 2.491457 3.941470 -0.7 1.4 0.3
C -1.039201 -3.096914 -13.053915 1.2 2.4 -0.4
C -8.872484 1.805566 0.965327 1.7 0.0 0.4
C 6.767254 12.642311 -4.580322 1.5 0.3 1.0
C 4.346028 0.547282 1.960766 -1.6 -0.9 2.0
C 1.234749 -1.665483 10.699096 1.4 0.3 0.3
C -1.847226 -1.953271 -12.385536 0.1 -1.1 0.5
C 2.956365 9.259128 -5.684935 -0.1 -2.3 -1.3
C 7.585186 1.590689 3.275968 1.7 -0.1 -0.9
C -12.519959 1.635772 1.228280 2.9 -1.4 1.5
C -10.273161 0.943080 -3.571816 0.2 -0.8 1.6
C -5.677134 -4.182925 1.671953 1.3 1.6 -1.3
C -12.852607 0.622922 2.327315 -0.8 1.0 -1.2
C -1.312257 -2.720735 -10.012104 1.6 -2.0 -0.4
C 2.129846 1.322275 3.095676 -0.1 -0.3 0.2
C 8.343597 -3.474858 -4.255855 1.2 0.3 -1.6
C 9.043410 12.981648 -5.200129 3.6 0.8 -1.2
C -12.565062 -0.021487 -0.855409 0.9 -0.2 0.1
C 7.434620 -2.073902 -2.685734 1.4 1.8 0.7
C 2.945122 -5.638281 -1.872838 -0.6 -0.4 -1.2
C -2.971296 -4.296948 -8.856732 1.1 1.3 -1.4
H 3.120230 -6.162364 -2.813603 -0.4 0.1 -0.3
H -5.994599 -5.090136 2.132053 -0.4 -0.7 0.6
H 5.985160 -3.074680 0.276915 0.1 -0.2 0.4
H -12.157114 -0.231393 4.629990 0.3 -1.1 -0.7
H 5.640352 -0.847860 -2.850305 0.5 -0.5 0.7
H 6.727544 13.369114 -3.739408 -0.2 -0.7 -0.3
H 8.783448 14.018047 -5.105790 0.8 0.9 -0.8
H 0.891036 -1.057753 11.520964 -0.4 -0.1 0.3
H 7.799848 2.481455 3.882348 -0.7 -0.6 0.5
H -6.307481 -2.316637 3.759765 0.3 -1.3 -0.2
H -3.247390 -2.942188 -5.982936 0.3 0.2 -0.7
H 10.055850 12.460254 -5.354679 -1.6 1.4 0.1
H 0.106656 -2.233876 0.570554 -0.4 -0.6 0.5
H -9.376544 0.383287 -3.828121 0.0 0.1 0.0
H -0.521462 -1.958045 -9.836322 -0.8 -0.3 0.3
H -0.745095 -3.624146 -10.408459 -0.7 1.1 0.2
H 0.212617 -3.083761 -8.069597 -0.8 -0.3 0.2
H -11.010944 0.834843 -4.335514 -0.5 -0.2 -0.6
H -3.263497 -4.736160 -7.936300 -0.1 0.0 0.8
H -12.806533 -1.625728 3.578355 0.4 0.6 0.3
H 3.816879 0.199300 1.106431 0.0 0.0 -1.2
H 0.407337 -0.580617 0.249362 0.2 -0.7 -0.7
H -11.779661 2.359324 1.656896 -0.6 -0.5 -0.6
H -13.161708 1.243388 3.170387 -0.1 -0.1 0.3
H -11.050105 -1.536705 3.846356 0.0 0.1 0.6
H 7.049949 -3.643092 11.879683 -0.3 0.4 0.0
H 3.204306 -1.458537 11.697019 -0.6 0.2 -1.1
H 2.766404 -4.568178 10.263332 -0.5 -0.4 0.3
H -7.007590 0.184805 1.053927 -0.5 -0.7 -0.3
H 9.073394 -3.844597 -3.533482 -0.2 0.5 0.6
H 1.572621 8.224980 -8.571871 1.0 0.2 0.2
H 5.187946 11.862766 -3.524526 -0.5 -0.6 -0.1
H 0.020476 -1.748907 -1.133284 0.5 0.3 0.7
H -1.555579 -1.276957 -8.037767 -1.5 -0.5 0.1
H 1.656816 4.618136 5.650789 -0.3 0.8 -0.5
H -7.353914 -2.917135 2.094545 0.1 -0.6 -0.6
H 4.483715 12.129081 -5.885342 -0.2 -0.1 0.6
H 6.551312 -4.208229 -0.964727 1.0 -0.5 -0.6
H 4.356079 -2.209286 -1.330085 -0.1 0.0 0.0
H -1.225030 -1.065499 -12.264966 -0.3 0.2 -0.5
H 3.055245 -1.610396 8.080462 0.0 -0.2 0.3
H 0.121584 -3.556759 10.371752 0.7 0.4 0.6
H -7.832849 2.176862 1.140700 -0.7 0.0 0.5
H 3.689819 8.363982 -5.641209 -0.7 1.5 -0.1
H -2.998018 -1.495831 -10.587028 0.3 -0.5 -0.1
H -5.725991 -4.076860 4.251421 -0.5 0.5 0.4
H 5.127021 10.845448 -6.344229 1.2 -1.6 -1.0
H 1.400928 3.323198 3.243965 0.2 -0.1 0.2
H -10.966319 0.481592 0.472605 -0.2 -0.4 0.1
H 8.151526 0.684973 3.647210 -0.6 1.0 -0.3
H 1.905487 -3.802743 8.962241 0.1 0.2 -0.1
H 8.323259 -1.601327 11.492581 0.6 0.0 -0.9
H 1.127781 -3.463391 11.880839 0.0 -0.2 -0.1
H 2.784156 11.242975 -4.654606 -0.2 0.0 -0.5
H 3.972982 2.021544 3.418563 0.9 0.0 0.9
H -9.396546 1.572228 1.908274 0.2 0.3 -0.2
H 6.274215 -2.031749 9.943271 0.3 0.0 0.5
H -1.681165 -3.882631 -13.328470 -0.6 -1.2 -0.3
H 4.758937 -1.743235 8.567868 -0.6 -0.4 0.0
H 2.206871 0.375333 3.687987 0.1 0.8 -0.7
H 4.717606 -5.391578 0.053082 0.6 -0.7 1.0
H 7.913500 -2.601359 -1.882492 0.6 -0.5 0.5
H -0.543031 -2.676256 -13.965052 -0.7 -0.5 0.5
H -3.348922 -1.799728 -8.320540 -0.1 0.5 0.2
H 8.372178 -1.826935 13.210247 -0.4 -0.5 0.0
H -9.342274 2.556901 0.366423 -0.6 0.6 -0.1
H -11.365317 1.600815 -0.561319 -0.1 0.2 0.3
H 5.048455 -3.083977 -2.500406 0.0 -0.3 0.4
H -4.704791 -2.562999 4.354428 -0.2 -0.5 0.3
H -7.574475 -4.103722 0.724824 0.1 0.5 0.4
H -2.653964 -5.052141 -9.559896 0.6 -0.3 0.0
H 1.930735 -4.535058 4.323698 0.0 -0.7 0.2
H 2.827671 -3.950337 2.960861 0.1 0.0 -0.6
H 1.873811 7.422330 -6.944780 0.5 -1.3 0.0
H -13.633166 0.063221 -0.663999 0.1 -0.2 0.1
H 3.020352 -0.503329 10.139948 0.3 -0.4 0.3
H -1.961236 -1.797597 -5.834394 0.1 0.7 0.5
H 6.312638 -0.145264 1.599819 -0.1 -0.5 0.6
H 5.287530 -1.325069 11.225131 -0.4 0.9 -0.2
H 3.869381 10.012361 -4.035895 -0.3 0.3 -0.3
H 0.753904 -1.307104 9.816401 -0.2 0.3 -0.8
H 3.831570 -3.184568 7.950649 0.3 0.2 0.3
H -0.183233 -3.426652 -12.474425 -0.1 -0.3 0.3
H 1.491478 3.127310 6.502400 -0.2 -0.2 0.9
H -12.439374 1.561960 -2.200438 -0.3 0.3 -0.5
H -5.555939 -2.084079 0.231220 -1.0 0.3 -0.1
H 0.742356 -2.786107 4.739639 -0.1 -0.3 -0.2
H 2.120419 8.966384 -5.089244 -0.5 -0.4 1.3
H 8.842535 -2.707801 -4.921031 -0.3 -1.0 0.6
H -7.108520 -0.830088 -1.222853 -0.6 -1.1 1.0
H 0.653728 2.295006 4.432545 1.0 -0.4 -0.2
H -12.662955 0.028591 -3.158454 0.3 0.4 1.5
H -4.999450 -4.470552 0.817386 -0.8 0.3 0.7
H 5.907019 -2.893650 12.897410 -0.2 0.5 0.7
H 4.318492 -3.633053 11.499556 -0.5 -0.6 0.7
H 3.071434 4.047652 6.547898 -0.4 -0.3 -0.2
H 3.701617 -3.967832 0.129481 0.4 0.1 -0.6
H -8.462195 -1.944999 -0.653124 0.6 0.1 0.0
H 6.500842 -0.948977 -1.215700 0.0 0.6 -0.2
H -12.136192 -1.028829 -0.670293 -0.7 0.6 -0.1
H 7.226302 -0.676605 12.491142 0.6 -0.6 0.0
H -3.763271 -3.796709 -9.382345 -0.7 0.2 0.3
H 11.404259 11.232325 -9.027018 -0.3 0.2 0.4
H -8.421488 -0.758222 1.600647 0.2 0.0 -0.6
H -10.056410 1.990509 -3.440301 0.2 0.4 0.1
H -13.753097 0.042683 2.002414 0.7 -0.1 0.4
H 8.067222 -1.162119 -2.848728 0.2 -0.8 -0.7
H 0.549945 8.554506 -7.186724 1.4 -0.6 -0.4
H 8.038480 1.931981 2.311751 -0.4 -0.7 0.3
H 4.131179 -0.292859 2.658316 0.3 0.6 -0.1
H 6.109604 1.408279 1.034479 -0.2 0.5 0.5
H -2.988399 -3.241478 -11.119365 0.1 0.9 0.1
H 2.010591 -4.998096 -2.002868 1.0 -0.9 0.8
H 8.115453 -4.376402 -4.819348 -0.5 0.3 -0.3
H -0.497213 -3.708835 -5.704793 0.5 0.3 0.7
H -0.327683 -4.817736 -8.146145 -0.7 1.2 -0.2
H 4.943415 -4.012197 9.881732 -0.3 0.5 0.6
H 6.496571 13.228413 -5.433474 0.1 0.2 -1.0
H 2.963787 -6.472151 -1.170392 -0.8 0.3 0.6
H -1.852425 -4.632705 -6.351405 0.8 0.2 0.2
H 1.389125 1.239106 2.266191 0.9 -0.3 0.4
H 6.253646 10.531297 -4.094860 -0.1 0.3 -0.1
H -13.403469 2.113087 1.001262 -1.7 1.2 -1.4
H 3.788916 -4.451869 4.403162 -1.1 0.3 -0.3
H 3.432457 2.560460 2.063583 0.2 -0.1 -0.9
H -2.748569 -1.831205 -13.014114 0.6 0.7 0.3
```
Positions in Å, forces in eV/Å.

HOMO = -11.065 eV
LUMO level = -0.29097 Ha
Kohn-Sham gap = 3.15 eV
Total charge = +5